1.
{"formula": "C54H47AsBrClF4IN3P2SZr", "method": "ωB97M-V/def2-TZVPD", "symbols": ["Zr", "F", "C", "C", "F", "C", "F", "C", "P", "C", "C", "C", "C", "C", "C", "C", "C", "C", "C", "C", "C", "C", "Br", "C", "F", "H", "H", "H", "H", "H", "H", "H", "H", "H", "H", "S", "C", "N", "Cl", "I", "C", "C", "C", "C", "C", "N", "H", "H", "H", "H", "C", "C", "C", "C", "N", "H", "H", "H", "H", "H", "H", "H", "H", "H", "C", "C", "As", "C", "C", "C", "C", "C", "C", "C", "C", "C", "C", "C", "C", "P", "C", "C", "C", "C", "C", "C", "C", "C", "C", "C", "C", "C", "H", "H", "H", "H", "H", "H", "H", "H", "H", "H", "H", "H", "H", "H", "H", "H", "H", "H", "H", "H", "H", "H", "H", "H"], "coordinates": [[14.6571, 14.1016, 11.9537], [20.4230, 12.3581, 7.9769], [19.2231, 12.1616, 8.5235], [18.9279, 10.8797, 9.0314], [19.8898, 9.9687, 8.9840], [17.7193, 10.6568, 9.6835], [17.5051, 9.3954, 10.1381], [16.7936, 11.6609, 9.8503], [15.2266, 11.4408, 10.7498], [15.4221, 10.0661, 11.9153], [15.8465, 10.3817, 13.2026], [15.8199, 9.4392, 14.2288], [15.3445, 8.1670, 13.9706], [14.8242, 7.8468, 12.7209], [14.8892, 8.8060, 11.6849], [14.0665, 10.8134, 9.5095], [14.4136, 10.5666, 8.1740], [13.5619, 9.8921, 7.3247], [12.2899, 9.5760, 7.7858], [11.8424, 10.0169, 9.0385], [12.7310, 10.6217, 9.9002], [17.1441, 12.9031, 9.3247], [15.9591, 14.3919, 9.3871], [18.3001, 13.1775, 8.6315], [18.5393, 14.3619, 8.0864], [16.1554, 11.3884, 13.5147], [16.2748, 9.7025, 15.1866], [15.3789, 7.4337, 14.7863], [14.3378, 6.8560, 12.5819], [14.4626, 8.5798, 10.7310], [15.4548, 10.7591, 7.8633], [13.8424, 9.5688, 6.3518], [11.6617, 9.0043, 7.1180], [10.8254, 9.8550, 9.2905], [12.4543, 10.9556, 10.9053], [19.5194, 13.1607, 12.3350], [17.9304, 13.4885, 12.5792], [16.7610, 13.5950, 12.7305], [12.4922, 13.7646, 10.7960], [12.2491, 14.3411, 6.5500], [11.8920, 16.0725, 7.6973], [10.5713, 16.3225, 8.0627], [10.3582, 17.4723, 8.8265], [11.4240, 18.2849, 9.1457], [12.6860, 17.9145, 8.7078], [12.9122, 16.8423, 7.9931], [9.7600, 15.6617, 7.8071], [9.3881, 17.7695, 9.1780], [11.3348, 19.2183, 9.7323], [13.5482, 18.5306, 8.9236], [15.5776, 17.5744, 13.6315], [14.8338, 17.3164, 12.3402], [13.4588, 18.0606, 12.3444], [15.7595, 17.7690, 11.1767], [14.5429, 15.8821, 12.2131], [15.6511, 18.6478, 13.7724], [16.5338, 17.1019, 13.6925], [14.9768, 17.2119, 14.4631], [13.5060, 19.1404, 12.4198], [12.8540, 17.6459, 13.1349], [12.9267, 17.8348, 11.4283], [16.0277, 18.7574, 11.3442], [15.3754, 17.6871, 10.1713], [16.6072, 17.1237, 11.2759], [12.7428, 11.8531, 14.5956], [11.6264, 11.5116, 15.5721], [12.0662, 11.1112, 17.4569], [10.2524, 10.5381, 17.9632], [9.0961, 11.1895, 17.5712], [7.8696, 10.7610, 18.0781], [7.7622, 9.7024, 18.9999], [8.9122, 9.0492, 19.3705], [10.1552, 9.4294, 18.8126], [12.8744, 9.3577, 17.2010], [12.1991, 8.2353, 16.7370], [12.8856, 7.0211, 16.7690], [14.2046, 6.9463, 17.2085], [14.8913, 8.0465, 17.6245], [14.1728, 9.2423, 17.6688], [13.3164, 13.6165, 14.3600], [11.7298, 14.5087, 14.1787], [10.6831, 13.8511, 13.5361], [9.4172, 14.4236, 13.5374], [9.1812, 15.6740, 14.1249], [10.2326, 16.3189, 14.7387], [11.4694, 15.7266, 14.7531], [14.0374, 14.2187, 15.9137], [15.3905, 14.6347, 15.9181], [15.9558, 15.0732, 17.0881], [15.1978, 15.1825, 18.2600], [13.8302, 14.8984, 18.1892], [13.2239, 14.4090, 17.0290], [12.5269, 11.4492, 13.6217], [13.7091, 11.3052, 14.8304], [11.0873, 10.6377, 15.2101], [10.9044, 12.3639, 15.5739], [9.0703, 12.0731, 16.9662], [6.9578, 11.3019, 17.7906], [6.8186, 9.3812, 19.4073], [8.8168, 8.2050, 20.0446], [11.0702, 8.8984, 19.1766], [11.1718, 8.2453, 16.3951], [12.3659, 6.1423, 16.4072], [14.6889, 5.9699, 17.1586], [15.9194, 7.8834, 17.9431], [14.6786, 10.1674, 17.9445], [10.8661, 12.8946, 13.0348], [8.6007, 13.8571, 13.0722], [8.1875, 16.1094, 14.1078], [10.1291, 17.3044, 15.2082], [12.2775, 16.2396, 15.2810], [15.9775, 14.5444, 14.9974], [16.9835, 15.4352, 17.1000], [15.6641, 15.5431, 19.1702], [13.2177, 15.0709, 19.0665], [12.1672, 14.2032, 16.9261]], "forces_ev_per_a": [[-0.25, -0.22, 0.32], [-0.39, 0.07, 0.02], [0.41, -1.26, 0.20], [0.30, 1.34, 0.11], [-0.24, -0.25, -0.08], [0.75, -1.17, -0.13], [0.07, 0.90, -0.30], [0.08, 0.07, -0.05], [-0.25, 0.41, 0.08], [-0.34, 0.14, 0.38], [0.14, 0.44, 1.06], [0.69, 0.20, -0.50], [-0.05, -0.52, 0.55], [-0.16, 0.08, -0.45], [-0.20, -0.94, 1.00], [-0.40, 0.14, -0.90], [1.55, -0.27, 0.69], [-0.94, 0.07, 0.90], [0.07, 0.31, -0.08], [0.74, -0.32, -0.87], [0.63, 0.19, 0.54], [-0.79, 0.62, -0.16], [-0.19, 0.02, 0.01], [0.16, -0.53, 0.07], [0.09, 0.02, 0.11], [0.04, -0.32, -0.65], [-0.40, -0.13, -0.17], [-0.22, 0.23, -0.48], [0.54, 0.88, -0.14], [-0.10, -0.19, -0.46], [-0.63, -0.02, 0.05], [0.39, -0.02, -0.62], [-0.34, 0.05, 0.13], [-0.73, -0.11, 0.43], [-0.17, -0.25, -0.41], [-1.11, 0.41, 0.18], [0.46, -0.71, -0.18], [0.07, 0.40, -0.29], [0.09, -0.12, -0.02], [0.15, 0.04, 0.10], [-0.68, -0.35, -0.20], [0.34, 0.60, 0.54], [0.06, -0.11, -0.17], [0.48, 0.78, 0.41], [-0.19, 0.91, 0.36], [0.45, -1.04, -0.56], [0.03, -0.09, -0.09], [-0.44, -0.19, -0.04], [-0.18, -0.75, -0.38], [0.06, 0.08, 0.09], [-1.14, 0.40, 0.48], [-1.08, -0.27, -1.00], [0.68, -0.62, -0.42], [-1.12, -1.70, 0.70], [1.05, 1.25, 0.16], [0.36, 0.27, 0.06], [0.72, -0.28, -0.19], [-0.08, -0.16, 0.17], [0.30, 0.28, 0.23], [-0.22, 0.03, 0.47], [-0.02, -0.15, -0.27], [0.71, 1.97, 0.26], [-0.49, -0.25, -0.20], [0.86, -0.22, -0.23], [1.99, -0.34, 0.94], [-0.74, 0.82, -0.10], [-0.13, 0.34, -0.18], [0.78, -0.86, 0.07], [-0.93, -0.32, 0.79], [-0.75, 0.02, 0.36], [0.31, 0.82, -0.93], [0.93, -0.23, -0.52], [-0.09, -0.23, 1.24], [-0.36, 0.16, 0.32], [0.74, -0.78, 0.15], [-0.55, 0.38, -0.33], [-0.51, -1.55, -0.66], [-0.18, 0.24, 0.40], [1.11, 0.66, -0.38], [-0.28, -0.32, -0.60], [-0.10, -0.91, 0.03], [-0.22, -0.05, -0.12], [-0.38, -0.22, -0.31], [-0.20, -0.63, -0.24], [-0.36, 0.85, 0.05], [1.38, 0.69, 0.82], [0.22, 0.41, -0.42], [-0.78, -0.96, -0.58], [0.47, 0.68, 0.81], [-0.52, -0.13, -0.98], [-0.22, -0.04, 0.49], [1.20, 0.18, 0.00], [-0.28, 0.11, -0.65], [-0.92, 0.50, 0.02], [-0.11, -0.03, -0.08], [0.33, -0.71, 0.13], [0.32, 0.25, -0.43], [0.42, -0.25, 0.06], [-0.25, 0.13, -0.04], [0.34, 0.06, 0.04], [-0.88, 0.52, -0.55], [0.01, 0.23, 0.02], [0.15, -0.13, 0.09], [-0.02, 0.23, 0.14], [-0.16, 0.62, 0.01], [-0.04, -0.21, 0.29], [-0.26, 0.40, 0.24], [0.28, 0.41, 0.14], [0.09, -0.07, 0.00], [-0.15, -0.45, -0.22], [-0.19, -0.10, -0.18], [-0.18, 0.11, 0.36], [-0.13, -0.30, -0.05], [-0.19, -0.04, -0.05], [0.00, -0.09, 0.03], [-0.02, 0.04, 0.43]], "lowdin_charge": [0.785, 0.138, -0.124, -0.126, 0.140, -0.190, 0.097, -0.336, 1.022, -0.367, -0.111, -0.085, -0.084, -0.052, -0.075, -0.379, -0.074, -0.080, -0.073, -0.065, -0.150, -0.543, 0.892, -0.286, 0.097, 0.080, 0.111, 0.096, 0.117, 0.098, 0.112, 0.098, 0.102, 0.096, 0.072, 0.540, -0.939, -0.114, -0.026, 0.803, -0.804, -0.134, -0.067, -0.078, -0.171, 0.033, 0.088, 0.104, 0.118, 0.102, -0.066, -0.671, -0.035, -0.048, -0.275, 0.083, 0.073, 0.066, 0.078, 0.052, 0.046, 0.056, 0.055, 0.062, -0.389, -0.426, 1.309, -0.413, -0.119, -0.083, -0.097, -0.091, -0.122, -0.433, -0.107, -0.079, -0.126, -0.099, -0.140, 0.994, -0.391, -0.163, -0.070, -0.078, -0.087, -0.127, -0.366, -0.101, -0.085, -0.064, -0.075, -0.133, 0.052, 0.075, 0.070, 0.051, 0.089, 0.105, 0.097, 0.101, 0.113, 0.108, 0.103, 0.110, 0.113, 0.088, 0.083, 0.110, 0.103, 0.115, 0.111, 0.073, 0.111, 0.105, 0.103, 0.089], "total_energy_ha": -9345.37420, "e_above_lowest_ev": 0.000, "lumo_ev": 0.1}

2.
{"formula": "C11H22I2InO8", "method": "ωB97M-V/def2-TZVPD", "symbols": ["O", "C", "O", "C", "C", "In", "I", "I", "H", "H", "H", "H", "H", "H", "C", "C", "O", "C", "O", "O", "C", "H", "H", "H", "H", "H", "H", "H", "H", "C", "C", "O", "C", "O", "O", "C", "H", "H", "H", "H", "H", "H", "H", "H"], "coordinates": [[1.7864, -0.2509, 1.4128], [2.1624, 0.7310, 0.9353], [3.4444, 0.7899, 0.4564], [1.3817, 1.9856, 0.7361], [0.0659, 1.9859, 1.5066], [-1.6402, 1.3726, 0.2068], [-1.8596, 3.2762, -1.8831], [-1.1975, -1.1090, -1.0002], [3.6265, 1.7327, 0.3433], [1.2077, 2.0919, -0.3292], [2.0156, 2.8052, 1.0576], [0.1225, 1.3866, 2.3907], [-0.1570, 3.0039, 1.7676], [-3.1983, 1.3760, 1.0560], [-5.8052, -4.2354, 4.6752], [-4.8377, -3.1458, 5.0895], [-3.4932, -3.4599, 4.7203], [-3.2024, -3.2716, 3.4224], [-3.9603, -2.8480, 2.5912], [-1.9341, -3.6174, 3.2339], [-1.4772, -3.5050, 1.8738], [-5.4843, -5.2000, 5.0723], [-6.8072, -4.0166, 5.0463], [-5.8526, -4.3239, 3.5909], [-4.8275, -3.0512, 6.1747], [-5.1233, -2.1789, 4.6751], [-1.6468, -2.5117, 1.4635], [-1.9695, -4.2535, 1.2535], [-0.4084, -3.6982, 1.8874], [3.8276, 4.3254, -4.9174], [3.2177, 3.1941, -5.7186], [3.6594, 1.9144, -5.2540], [3.0666, 1.4875, -4.1293], [2.2074, 2.0713, -3.5251], [3.5857, 0.3048, -3.8109], [3.0603, -0.2533, -2.5948], [4.9160, 4.2435, -4.9112], [3.5484, 5.2886, -5.3455], [3.4875, 4.2991, -3.8832], [3.5433, 3.2553, -6.7563], [2.1289, 3.2401, -5.7088], [1.9737, -0.3100, -2.6245], [3.3825, 0.3365, -1.7421], [3.4640, -1.2577, -2.5051]], "forces_ev_per_a": [[-1.33, -3.43, 1.68], [1.01, 2.37, -1.45], [0.48, 0.57, 0.14], [-0.42, -0.03, 0.52], [-0.30, -0.04, -1.46], [-0.34, 0.18, 0.65], [0.15, -0.22, 0.25], [0.10, 0.27, -0.16], [0.23, -0.15, -0.30], [0.20, 0.18, -0.40], [0.29, 0.42, -0.04], [0.02, -0.38, 0.54], [-0.28, 0.51, 0.28], [0.28, -0.08, -0.29], [0.06, -0.13, -0.16], [-0.34, 0.05, 0.12], [0.06, -0.03, 0.03], [0.18, 0.13, -0.01], [-0.06, -0.10, 0.02], [-0.05, -0.05, 0.02], [0.14, 0.03, -0.16], [-0.03, 0.03, 0.10], [0.01, 0.02, 0.03], [-0.01, 0.09, -0.01], [0.18, -0.03, 0.00], [0.05, -0.04, -0.13], [-0.13, -0.11, 0.14], [-0.09, 0.08, -0.01], [-0.01, -0.01, 0.17], [0.09, -0.06, 0.21], [-0.08, 0.35, -0.13], [0.05, -0.07, -0.04], [-0.07, -0.14, 0.00], [0.10, 0.06, 0.03], [0.02, 0.02, -0.09], [-0.13, -0.17, 0.16], [0.00, 0.03, -0.10], [0.00, -0.01, -0.04], [-0.10, 0.00, -0.03], [0.07, -0.17, 0.01], [0.00, -0.06, 0.14], [-0.02, 0.10, -0.01], [-0.08, 0.00, -0.06], [0.11, 0.04, -0.16]], "lowdin_charge": [0.143, -0.585, 0.060, -0.234, -0.307, -0.151, -0.071, 0.102, 0.099, 0.096, 0.111, 0.028, 0.020, -0.116, -0.071, -0.225, 0.026, -0.609, 0.131, 0.003, -0.060, 0.078, 0.075, 0.074, 0.118, 0.124, -0.011, 0.096, 0.093, -0.069, -0.221, 0.027, -0.608, 0.126, 0.006, -0.018, 0.078, 0.077, 0.074, 0.118, 0.125, 0.082, 0.072, 0.097], "total_charge": -1, "total_energy_ha": -1819.95813, "lumo_ev": 2.6}